#A
Here is a gas-phase ion, C5H11N2S2 (charge +1) from the Open Molecules 2025 dataset. Energies are from ωB97M-V/def2-TZVPD.

Positions of all 20 atoms, in Å:
1 C 0.08028 -0.07873 2.03743
2 C -0.23065 -0.07008 -1.30132
3 C -0.56672 -0.58559 3.26942
4 C -0.01769 1.99764 -0.18351
5 C 0.36807 -0.71841 -3.74299
6 N -0.61147 -0.01180 0.99783
7 N -0.22285 0.56246 -0.18169
8 S 1.84017 0.22371 2.10458
9 S 0.17006 0.73951 -2.75427
10 H 1.70417 0.25291 3.36226
11 H -0.69372 -1.05747 -1.27319
12 H -0.56337 0.22421 3.99820
13 H 0.02262 -1.45477 3.57258
14 H -1.56771 -0.89207 3.12137
15 H 0.17066 2.19626 0.90640
16 H -1.05706 2.38902 -0.45057
17 H 0.78795 2.34174 -0.74126
18 H 0.24610 -1.51471 -3.07038
19 H 1.37469 -0.71992 -4.34757
20 H -0.34611 -0.80784 -4.54461

Properties
HOMO = -0.483 Ha
LUMO energy = -0.15080 Eh
Charge = +1
Frontier orbital gap = 0.33264 hartree

#B
Here is 2 unconnected molecules or ions with the total composition C5H11N2S2 from the Open Molecules 2025 dataset. Energies are from ωB97M-V/def2-TZVPD.

Positions of all 20 atoms, in Å:
1 C 0.34190 3.00809 -0.79442
2 C 0.99070 -0.42148 -0.70079
3 C 0.90554 -1.55098 0.29365
4 C -1.26518 -0.95041 -0.16520
5 C -0.41813 0.22047 -0.66629
6 N -0.41077 1.37718 0.22625
7 N -0.50684 -1.47436 0.95939
8 S 0.08927 2.91904 -2.37963
9 S 0.35634 1.22682 1.69250
10 H 0.82905 3.62366 -0.02482
11 H 1.85327 0.12083 -0.45285
12 H 1.18021 -0.83439 -1.62172
13 H 0.84838 -2.65816 -0.04186
14 H 1.75505 -1.55193 0.99558
15 H -2.36483 -0.59576 0.08896
16 H -1.37280 -1.61359 -1.09228
17 H -0.93302 0.69779 -1.63707
18 H -0.75431 -2.37374 1.24234
19 H -0.28221 -0.55951 1.53693
20 H -0.84161 1.39044 2.54132

Properties
HOMO (spin up / spin down) = -0.452 / -0.452 Ha
LUMO energy (spin up / spin down) = -0.15964 / -0.15965 Eh
Charge = +1
Frontier orbital gap (spin up / spin down) = 0.29271 / 0.29269 hartree

Most stable = #A